Record 1
{"formula": "C5H4N2", "method": "ωB97M-V/def2-TZVPD", "symbols": ["C", "C", "C", "C", "C", "N", "N", "H", "H", "H", "H"], "coordinates": [[1.900, -0.456, -0.141], [0.396, 1.610, -0.255], [-0.610, -0.623, 0.358], [0.644, 0.098, -0.610], [-1.443, 0.550, 0.406], [2.875, -0.800, 0.351], [-0.934, 1.680, 0.067], [-0.989, -1.431, -0.105], [0.125, -0.825, 1.187], [0.560, -0.170, -1.752], [-2.524, 0.365, 0.493]], "de_lowest_kj_mol": 459.18, "e_homo_ev": -9.1, "homo_lumo_gap_ev": 7.6, "total_energy_ha": -302.2534, "e_lumo_ev": -1.46}


Record 2
{"formula": "C8H12NOS2", "method": "ωB97M-V/def2-TZVPD", "symbols": ["C", "C", "C", "C", "C", "C", "C", "C", "N", "O", "S", "S", "H", "H", "H", "H", "H", "H", "H", "H", "H", "H", "H", "H"], "coordinates": [[-4.061, 1.158, -0.865], [-3.259, 0.865, 0.144], [-0.352, -0.158, 0.189], [3.438, -0.744, -0.123], [2.012, -1.466, -0.373], [2.931, 0.501, 0.624], [1.062, -0.302, -0.639], [-3.103, -0.564, 0.658], [1.885, 0.817, -0.240], [1.077, 1.857, 0.052], [-0.277, 1.347, 0.972], [-1.513, -1.267, -0.112], [-4.284, 2.143, -1.024], [-4.751, 0.461, -1.428], [-2.742, 1.530, 0.749], [4.161, -1.410, 0.505], [3.781, -0.369, -1.135], [2.071, -2.016, -1.200], [1.702, -2.056, 0.538], [2.626, 0.373, 1.660], [3.720, 1.408, 0.751], [0.730, -0.080, -1.622], [-3.865, -1.242, 0.183], [-2.989, -0.786, 1.735]], "de_lowest_kj_mol": 142.69, "charge": 1, "e_homo_ev": -13.1, "homo_lumo_gap_ev": 7.9, "total_energy_ha": -1237.9751, "e_lumo_ev": -5.16}


Record 3
{"formula": "C4H13N2O2", "method": "ωB97M-V/def2-TZVPD", "symbols": ["C", "C", "C", "C", "N", "N", "O", "O", "H", "H", "H", "H", "H", "H", "H", "H", "H", "H", "H", "H", "H"], "coordinates": [[-0.290, 2.412, 0.046], [-0.704, -0.772, -1.213], [1.657, -0.941, -1.045], [-0.627, -2.510, 1.166], [0.799, 1.458, -0.089], [0.511, -1.339, -0.651], [0.514, -2.177, 0.373], [0.687, 0.652, 1.162], [-0.385, 2.796, -1.033], [-1.098, 1.807, 0.173], [-0.315, 3.275, 0.663], [-1.535, -0.707, -0.537], [-0.351, 0.221, -1.472], [-0.942, -1.569, -2.090], [0.363, 1.233, 1.910], [2.527, -1.538, -0.553], [1.702, -0.057, -1.685], [-0.003, -3.206, 1.846], [-1.343, -3.144, 0.683], [-1.113, -1.798, 1.708], [1.554, 2.102, -0.034]], "de_lowest_kj_mol": 787.03, "charge": 1, "e_homo_ev": -14.2, "homo_lumo_gap_ev": 10.3, "total_energy_ha": -419.7257, "e_lumo_ev": -3.90}


Record 4
{"formula": "C33H36BCl3F5N6OS4Tc", "method": "ωB97M-V/def2-TZVPD", "symbols": ["Tc", "C", "C", "C", "C", "N", "C", "C", "N", "B", "N", "C", "C", "N", "C", "S", "C", "C", "C", "C", "N", "C", "C", "N", "C", "S", "C", "C", "C", "C", "C", "S", "H", "H", "H", "H", "H", "H", "H", "H", "H", "H", "H", "H", "H", "H", "H", "H", "H", "H", "H", "H", "H", "H", "H", "H", "H", "H", "H", "H", "H", "H", "H", "H", "H", "H", "F", "C", "C", "F", "C", "F", "C", "S", "C", "F", "C", "F", "Cl", "C", "C", "C", "Cl", "C", "O", "C", "Cl", "C", "H", "H"], "coordinates": [[0.071, -0.665, -1.263], [4.117, 2.826, 3.341], [3.731, 1.357, 3.162], [4.298, 0.568, 4.341], [4.292, 0.775, 1.865], [2.244, 1.203, 3.158], [1.547, 0.412, 4.054], [0.252, 0.459, 3.714], [0.126, 1.256, 2.583], [-1.294, 1.455, 2.003], [-1.978, 0.042, 2.008], [-3.211, -0.135, 2.575], [-3.458, -1.461, 2.633], [-2.366, -2.108, 2.095], [-1.489, -1.162, 1.689], [0.077, -1.425, 0.940], [-2.170, -3.600, 2.167], [-1.869, -4.167, 0.782], [-3.453, -4.234, 2.696], [-1.032, -3.876, 3.148], [-1.453, 2.178, 0.625], [-1.423, 3.552, 0.616], [-1.841, 3.978, -0.591], [-2.130, 2.859, -1.347], [-1.881, 1.774, -0.585], [-2.118, 0.108, -1.077], [-2.737, 2.909, -2.723], [-4.174, 2.397, -2.636], [-2.751, 4.361, -3.189], [-1.906, 2.090, -3.710], [1.357, 1.737, 2.255], [1.701, 2.798, 0.990], [5.192, 2.889, 3.511], [3.611, 3.245, 4.213], [3.858, 3.420, 2.471], [5.374, 0.730, 4.368], [4.127, -0.505, 4.240], [3.892, 0.911, 5.294], [5.383, 0.812, 1.890], [3.941, 1.346, 1.009], [3.986, -0.269, 1.759], [2.014, -0.092, 4.877], [-0.594, 0.011, 4.203], [-1.942, 2.108, 2.779], [-3.793, 0.700, 2.918], [-4.307, -1.985, 3.025], [-2.488, -3.691, 0.021], [-2.090, -5.234, 0.779], [-0.825, -4.043, 0.519], [-4.303, -4.051, 2.037], [-3.695, -3.902, 3.705], [-3.294, -5.310, 2.738], [-0.097, -3.424, 2.820], [-0.878, -4.953, 3.219], [-1.279, -3.499, 4.142], [-1.092, 4.111, 1.471], [-1.941, 4.977, -0.968], [-4.762, 3.011, -1.953], [-4.211, 1.361, -2.305], [-4.633, 2.451, -3.624], [-3.357, 4.998, -2.544], [-3.197, 4.385, -4.181], [-1.744, 4.772, -3.266], [-2.039, 1.022, -3.564], [-0.848, 2.334, -3.622], [-2.231, 2.332, -4.721], [-0.165, -6.769, -4.367], [-0.101, -5.458, -4.195], [-0.310, -4.913, -2.939], [-0.578, -5.689, -1.893], [-0.224, -3.545, -2.800], [-0.421, -2.996, -1.565], [0.054, -2.684, -3.838], [0.041, -0.950, -3.590], [0.258, -3.254, -5.089], [0.517, -2.478, -6.135], [0.184, -4.625, -5.270], [0.383, -5.150, -6.469], [6.292, 2.254, -2.744], [4.642, 1.889, -2.400], [4.305, 0.617, -1.971], [2.975, 0.374, -1.704], [2.487, -1.226, -1.165], [1.974, 1.324, -1.825], [0.673, 1.069, -1.534], [2.353, 2.587, -2.286], [1.163, 3.814, -2.475], [3.675, 2.871, -2.567], [5.053, -0.153, -1.850], [3.950, 3.858, -2.908]], "de_lowest_kj_mol": 157.17, "charge": 1, "e_homo_ev": [-9.4, -9.4], "spin_multiplicity": 2, "homo_lumo_gap_ev": [4.7, 4.9], "total_energy_ha": -5261.1305, "e_lumo_ev": [-4.75, -4.55]}


Record 5
{"formula": "C25H28Cl4N6O3OsTe", "method": "ωB97M-V/def2-TZVPD", "symbols": ["Os", "Cl", "C", "C", "Cl", "C", "Cl", "C", "O", "C", "O", "C", "Cl", "C", "Te", "C", "C", "C", "C", "C", "C", "C", "H", "H", "H", "H", "H", "H", "H", "H", "N", "C", "N", "C", "C", "O", "C", "C", "H", "H", "H", "H", "H", "H", "H", "H", "C", "N", "C", "N", "C", "N", "C", "N", "C", "C", "H", "H", "H", "H", "H", "H", "H", "H", "H", "H", "H", "H"], "coordinates": [[-15.270, -5.553, 12.728], [-20.707, -2.225, 15.623], [-19.691, -3.249, 14.713], [-20.250, -4.112, 13.751], [-21.938, -4.139, 13.522], [-19.422, -4.948, 12.990], [-20.087, -6.048, 11.862], [-18.027, -4.894, 13.147], [-17.212, -5.595, 12.420], [-17.436, -4.045, 14.172], [-16.170, -4.079, 14.302], [-18.310, -3.238, 14.946], [-17.663, -2.238, 16.164], [-15.417, -9.552, 13.178], [-16.225, -7.727, 14.041], [-15.116, -8.461, 15.765], [-15.100, -9.954, 15.614], [-14.933, -10.799, 16.703], [-14.846, -12.169, 16.512], [-14.954, -12.700, 15.234], [-15.171, -11.868, 14.148], [-15.230, -10.494, 14.332], [-14.463, -9.338, 12.684], [-16.110, -9.946, 12.434], [-15.610, -8.152, 16.688], [-14.098, -8.057, 15.756], [-14.870, -10.388, 17.701], [-14.699, -12.823, 17.360], [-14.882, -13.767, 15.089], [-15.298, -12.291, 13.161], [-13.386, -5.419, 13.055], [-12.273, -5.120, 13.297], [-11.068, -4.773, 13.561], [-10.345, -3.795, 12.757], [-9.255, -4.524, 11.950], [-8.427, -5.273, 12.795], [-9.138, -6.239, 13.520], [-10.194, -5.568, 14.414], [-9.872, -3.077, 13.432], [-11.022, -3.267, 12.085], [-8.612, -3.800, 11.444], [-9.730, -5.174, 11.195], [-8.408, -6.777, 14.128], [-9.635, -6.948, 12.838], [-9.693, -4.897, 15.117], [-10.767, -6.313, 14.966], [-16.209, -4.378, 9.913], [-15.145, -4.105, 10.937], [-13.867, -3.991, 10.173], [-13.930, -2.950, 9.177], [-14.995, -3.239, 8.221], [-16.262, -3.331, 8.930], [-16.556, -2.056, 9.571], [-15.493, -1.742, 10.518], [-15.436, -2.762, 11.527], [-14.218, -1.670, 9.817], [-17.180, -4.451, 10.411], [-15.986, -5.332, 9.418], [-13.661, -4.947, 9.678], [-13.058, -3.759, 10.874], [-14.789, -4.181, 7.711], [-15.045, -2.440, 7.479], [-17.510, -2.120, 10.101], [-16.626, -1.269, 8.817], [-16.402, -2.800, 12.040], [-14.655, -2.521, 12.258], [-13.428, -1.429, 10.532], [-14.258, -0.884, 9.060]], "de_lowest_kj_mol": 0.00, "charge": 2, "e_homo_ev": [-13.8, -13.7], "spin_multiplicity": 5, "homo_lumo_gap_ev": [7.7, 5.5], "total_energy_ha": -3722.5121, "e_lumo_ev": [-6.02, -8.23]}


Record 6
{"formula": "C7H18N4S", "method": "ωB97M-V/def2-TZVPD", "symbols": ["C", "C", "C", "C", "C", "C", "C", "N", "N", "N", "N", "S", "H", "H", "H", "H", "H", "H", "H", "H", "H", "H", "H", "H", "H", "H", "H", "H", "H", "H"], "coordinates": [[-0.090, -0.220, -2.287], [0.895, -1.415, -1.981], [-0.958, 0.172, -1.029], [-1.992, 0.409, 1.703], [-1.110, 2.775, 0.840], [2.625, -0.335, -0.426], [-0.790, 1.247, 1.162], [-0.381, -2.609, 0.403], [1.390, -1.576, 1.968], [1.658, -1.398, -0.661], [-0.148, 0.705, 0.005], [0.598, -1.446, 0.645], [0.568, 0.586, -2.354], [-0.531, -0.498, -3.360], [0.230, -2.276, -2.027], [1.484, -1.421, -2.878], [-1.886, 0.831, -1.251], [-1.531, -0.773, -0.821], [-2.753, 0.412, 1.003], [-1.477, -0.605, 1.874], [-2.264, 0.834, 2.659], [-0.285, 3.522, 0.536], [-1.319, 3.377, 1.725], [-1.832, 2.774, -0.020], [2.195, 0.576, -0.774], [2.930, -0.233, 0.665], [3.582, -0.710, -0.982], [-0.134, 1.159, 1.963], [-0.714, -3.001, 1.316], [2.040, -0.865, 2.384]], "de_lowest_kj_mol": 149.85, "e_homo_ev": [-8.1, -8.1], "homo_lumo_gap_ev": [7.7, 7.7], "total_energy_ha": -894.4784, "e_lumo_ev": [-0.36, -0.37]}